Here is one molecule with the formula C21H17FN2 from the OMol25 dataset. Energies are from the ωB97M-V functional and the def2-TZVPD basis.

Geometry as XYZ:
```
41
Properties=species:S:1:pos:R:3:forces:R:3:mulliken_charge:R:1
F 4.234274 0.658954 -2.637632 -0.89 -0.01 0.30 -0.27
C 2.953344 0.558141 -2.189582 -0.88 0.00 -1.56 0.33
N 2.005368 0.883308 -3.157367 0.67 -1.04 4.15 -0.64
C 0.733099 0.797589 -2.661654 0.38 0.74 -0.38 -0.31
C 0.275669 0.375492 -1.397487 2.00 -0.16 0.56 -0.55
C -1.159480 0.479780 -0.895146 -0.38 0.29 0.34 0.15
C -1.240664 0.892710 0.645971 2.34 -1.59 -0.16 -1.21
C -2.160483 -0.170309 1.217147 -0.33 -2.24 0.05 0.03
N -1.752673 -1.365126 0.432088 1.96 -1.31 -0.77 -0.64
C -2.076462 -0.833990 -0.943373 0.60 1.21 0.78 -0.08
C -3.491799 -0.351639 -0.673133 -0.37 -1.26 -3.00 0.62
C -4.624885 -0.251979 -1.495095 0.66 0.69 0.14 -0.88
C -5.846900 0.095934 -0.902553 0.02 -0.07 0.20 -0.37
C -5.885249 0.307361 0.478512 0.62 1.13 0.12 -0.61
C -4.674192 0.407819 1.177485 -1.22 -1.81 0.13 -0.94
C -3.537636 -0.098291 0.645470 -0.06 2.63 0.41 0.16
C 1.323917 -0.039189 -0.534950 1.34 -1.47 -0.32 -0.09
C 2.736847 0.066016 -0.884278 -1.20 -0.72 0.46 0.40
C 3.873007 -0.319492 0.160760 -1.22 1.61 -1.26 0.45
C 4.945672 0.604446 0.244152 1.39 -1.22 0.68 -0.66
C 5.833502 0.443121 1.339278 -0.54 1.62 -1.09 -0.46
C 5.524184 -0.403647 2.384663 2.38 2.68 -0.99 -0.44
C 4.474537 -1.199911 2.299950 -1.56 -4.29 1.88 -0.42
C 3.718701 -1.299937 1.176543 -2.92 0.84 -1.81 -0.33
H 0.018880 1.216991 -3.347888 -0.44 -0.15 -0.33 0.44
H -1.678677 1.273482 -1.440985 0.21 -0.19 -0.31 0.69
H -1.721102 1.807050 0.820074 -0.22 1.70 -0.04 0.51
H -0.149601 0.877779 1.115436 -2.58 0.06 -0.77 0.26
H -2.158812 -0.309700 2.311166 0.32 -0.02 -0.47 0.62
H -2.250371 -2.237503 0.649281 -0.02 0.77 -0.07 0.32
H -1.914220 -1.420313 -1.870966 0.05 -0.08 1.01 0.53
H -4.495314 -0.298884 -2.581722 -0.29 -0.31 0.39 0.37
H -6.750580 0.230843 -1.500629 0.29 -0.28 0.15 0.37
H -6.775621 0.564324 1.040634 -0.22 -0.11 -0.41 0.40
H -4.581646 0.430364 2.217255 -0.78 0.97 1.80 0.41
H 1.087682 -0.692710 0.353126 0.16 1.33 -0.67 0.23
H 5.259876 1.345518 -0.516529 -0.92 -0.58 0.42 0.27
H 6.686176 1.148152 1.465307 -0.67 -0.69 -0.30 0.29
H 6.185215 -0.229171 3.177541 0.48 -0.69 1.61 0.41
H 4.269948 -1.978901 3.086842 0.20 1.11 -0.58 0.27
H 2.786466 -1.964482 1.192292 1.62 0.89 -0.27 0.37
```
Forces are in eV/Å.

The frontier orbital gap comes out at 9.16 eV. The calculation puts the LUMO energy at 0.45 eV. As for the energy: -1019.72438 Ha. The calculation puts the HOMO energy at -0.3201 Eh. The structure (SMILES) is Fc1ncc([C@@H]2C[C@@H]3N[C@H]2c2ccccc23)cc1-c1ccccc1.